C2H3I3O as an isolated structure at a distorted geometry. Source: the Open Molecules 2025 dataset; level of theory: ωB97M-V/def2-TZVPD.

The geometry in XYZ format:
```
9
Properties=species:S:1:pos:R:3:forces:R:3:nbo_charge:R:1
C -0.30530 0.78715 0.10139 0.2843 -0.9723 0.0990 -0.062
C 0.16515 -0.53295 -0.54129 0.2447 -1.4747 1.6909 -0.410
O -0.39942 0.71808 1.48503 -0.0345 -0.4796 0.0475 -0.707
I -1.18921 -2.47396 -0.74688 0.7470 2.0311 0.3466 0.065
I 2.05380 -1.34044 0.34863 -1.0282 0.4971 -0.1499 0.129
I 1.18760 2.25627 -0.52136 -0.4522 -0.1667 0.2859 0.104
H -1.25102 1.15818 -0.27393 -0.0300 -0.0485 -0.6831 0.213
H 0.51770 -0.40640 -1.50693 0.0444 0.1947 -1.9298 0.186
H -0.77931 -0.16592 1.65534 0.2244 0.4189 0.2928 0.482
```
Positions in Å, forces in eV/Å.

Output
E_LUMO: -1.190 eV
E_HOMO: -9.238 eV
max |F|: 2.26 eV/A
ΔE to the lowest compared entry with this formula, charge and spin: 0.468 eV
gap between HOMO and LUMO: 8.05 eV

A 5-piece molecular cluster, C23H50FN10O4S overall. Source: the Open Molecules 2025 dataset; level of theory: ωB97M-V/def2-TZVPD.

The geometry in XYZ format:
```
89
Properties=species:S:1:pos:R:3:forces:R:3:lowdin_charge:R:1
N 0.55250 -4.38134 4.00080 -0.0801 -0.0457 -0.2113 -0.001
C 0.42407 -5.45135 2.99629 0.0324 0.2764 0.0870 -0.271
C -0.99242 -5.60714 2.40494 0.0268 -0.4159 -0.0297 -0.195
C -1.05937 -5.54115 0.86903 0.4169 0.1909 0.0462 -0.181
C -1.24108 -4.15476 0.19955 -0.2576 -0.2748 0.2299 -0.170
C -0.83511 -3.02117 1.12059 0.0761 -0.1905 -0.3571 -0.141
N -0.84527 -1.68589 0.45344 -0.1645 -0.0644 -0.2636 -0.059
N -1.22150 -1.68036 -0.82000 0.0117 0.0266 0.3352 0.201
C -1.22696 -0.55177 -1.48763 -0.0578 0.2289 -0.1501 -0.158
C -1.61311 -0.57980 -2.92520 -0.1720 0.0681 -0.2164 -0.057
C -0.44501 -1.06675 -3.82970 0.5667 -0.6368 -0.2140 -0.657
N -0.02056 -2.44292 -3.53483 -0.3778 0.1429 0.2154 0.096
N 0.67539 -0.16534 -3.64330 -0.1688 0.0822 0.1099 0.106
N -0.86499 -1.06610 -5.23381 -0.3152 0.2649 0.6446 0.100
C -0.84409 0.64876 -0.84981 0.1281 -0.0550 0.0218 -0.178
F -0.85517 1.76850 -1.53064 -0.0626 0.0004 0.0768 0.162
C -0.49735 0.64278 0.47216 0.0769 -0.0601 -0.2707 0.054
C -0.50093 -0.58472 1.12886 -0.0789 0.0657 0.2768 -0.515
S -0.00413 -0.65743 2.81703 0.1955 0.1485 0.0972 0.921
H 1.29338 -3.73662 3.76589 0.0377 0.0110 0.0972 0.051
H -0.30093 -3.84746 4.09126 -0.0056 -0.0052 0.0841 0.044
H 0.71312 -6.39679 3.45704 0.0191 -0.0100 0.0145 0.103
H 1.14387 -5.28233 2.18925 -0.0247 -0.0136 -0.0502 0.103
H -1.68050 -4.91069 2.88993 -0.0595 0.0268 -0.0500 0.102
H -1.35173 -6.59914 2.67954 -0.0956 0.0476 0.0674 0.108
H -1.83790 -6.20956 0.50644 -0.0874 0.0892 -0.0380 0.110
H -0.11882 -5.95511 0.49878 -0.0421 -0.1175 0.0005 0.109
H -2.28860 -4.03122 -0.07696 0.0311 0.1181 -0.1048 0.116
H -0.65059 -4.13667 -0.71397 -0.0629 0.1053 -0.0634 0.100
H 0.17883 -3.16670 1.49062 -0.0324 0.0834 0.1677 0.114
H -1.51900 -2.96021 1.96249 0.0912 0.0590 0.0939 0.115
H -1.86565 0.43196 -3.24147 0.0162 0.0111 0.0055 0.125
H -2.49484 -1.20368 -3.07923 0.0698 -0.1517 0.1647 0.133
H -0.83871 -3.02583 -3.37352 0.0379 -0.0752 -0.0946 0.079
H 0.50515 -2.47387 -2.66790 0.1687 0.0118 -0.1033 0.065
H 1.11555 -0.03243 -4.54456 -0.0087 0.0720 -0.0160 0.077
H 1.39015 -0.59585 -3.06115 0.1083 0.0843 -0.1159 0.043
H -1.72068 -0.52720 -5.31011 0.0146 -0.0107 -0.2725 0.047
H -1.08093 -2.02091 -5.49344 0.0495 0.0239 -0.1790 0.083
H -0.22435 1.54538 0.99686 -0.0055 0.0106 0.0264 0.136
H -1.19594 -0.98469 3.35065 -0.0460 0.0244 -0.0088 -0.083
C -1.71384 0.59933 6.21594 -0.0298 -0.0464 0.1348 -0.334
O -1.79498 -0.17898 5.26940 0.0452 -0.0542 -0.1916 -0.075
N -1.97201 1.90529 6.14995 0.0238 -0.0030 0.0686 -0.181
C -1.86461 2.78189 7.31263 -0.2056 -0.0532 -0.3172 -0.039
C -2.37672 2.47209 4.87709 0.0123 -0.0735 -0.0104 -0.036
H -1.41844 0.26176 7.21975 0.0083 -0.0106 -0.0146 0.141
H -2.84033 3.22671 7.51922 0.0227 0.0013 0.0830 0.097
H -1.14153 3.57492 7.14166 -0.0409 -0.1213 0.0306 0.058
H -1.54860 2.20674 8.17884 0.0354 -0.0019 0.0016 0.091
H -3.29272 1.99895 4.52097 -0.0087 0.0184 -0.0070 0.094
H -1.59961 2.31443 4.12677 -0.0047 0.0259 -0.0059 0.080
H -2.54545 3.53813 5.00177 0.0048 0.0071 0.0081 0.089
C -3.18217 0.39806 -7.99800 -0.0509 -0.0368 0.0214 -0.360
O -4.33109 0.23484 -8.35235 0.0051 0.0117 -0.0028 0.022
N -2.26641 1.13722 -8.64952 0.0846 0.0284 0.0099 -0.196
C -0.90960 1.29103 -8.16149 -0.1510 0.0551 -0.1220 -0.056
C -2.66460 1.79781 -9.88254 -0.0399 -0.0419 0.0446 -0.037
H -2.77857 -0.06503 -7.08010 0.0140 -0.0018 -0.0060 0.109
H -0.69463 2.34506 -7.97340 0.0699 -0.0144 0.0145 0.090
H -0.19806 0.91101 -8.89719 0.0578 0.0146 0.0426 0.091
H -0.78309 0.73438 -7.23380 0.0054 -0.0135 -0.0422 0.055
H -3.48986 2.48516 -9.69700 0.0003 0.0100 -0.0180 0.094
H -2.99772 1.06462 -10.61688 -0.0003 0.0118 -0.0163 0.095
H -1.81612 2.34901 -10.27984 0.0123 0.0015 0.0037 0.086
C 3.63948 -1.83592 -4.28713 -0.0698 -0.0736 0.0070 -0.343
O 3.34642 -1.27802 -3.23725 0.0470 -0.0187 0.1223 -0.028
N 4.81379 -1.69435 -4.91110 0.0492 -0.0053 -0.0430 -0.191
C 5.11280 -2.37758 -6.15568 0.0388 0.0544 0.0619 -0.048
C 5.82042 -0.82739 -4.31656 -0.0678 -0.0162 0.0300 -0.032
H 2.93824 -2.50931 -4.80531 -0.0086 0.0188 -0.0021 0.134
H 5.97671 -3.03233 -6.03399 -0.0057 -0.0174 -0.0223 0.093
H 5.32868 -1.65618 -6.94499 -0.0047 -0.0175 -0.0211 0.093
H 4.25797 -2.97946 -6.45647 -0.0108 -0.0028 0.0027 0.085
H 6.08425 -1.18022 -3.31996 0.0178 0.0089 0.0020 0.094
H 5.43958 0.18955 -4.22507 0.0176 0.0096 0.0015 0.094
H 6.70543 -0.82742 -4.94685 0.0016 -0.0078 -0.0133 0.089
C 0.02965 6.00147 8.42048 -0.0299 -0.0553 0.0601 -0.335
O 0.06124 4.78189 8.36121 0.1295 0.2295 0.0497 -0.011
N 1.11488 6.78529 8.49011 0.0538 0.0781 -0.0133 -0.195
C 1.02161 8.23055 8.56260 0.0681 -0.0827 0.0056 -0.053
C 2.42633 6.15599 8.49829 -0.0726 -0.0333 0.0069 -0.036
H -0.91733 6.56581 8.42587 0.0074 0.0070 -0.0033 0.138
H 1.52918 8.69057 7.71321 -0.0146 0.0280 0.0017 0.091
H 1.47743 8.59790 9.48318 -0.0155 0.0293 0.0017 0.093
H -0.02409 8.53033 8.54844 -0.0114 -0.0024 0.0008 0.083
H 2.57344 5.57183 7.58991 0.0217 -0.0020 0.0008 0.092
H 2.51939 5.48301 9.35028 0.0205 -0.0035 0.0002 0.094
H 3.18948 6.92711 8.56066 -0.0013 0.0144 0.0012 0.087
```
Positions in Å, forces in eV/Å.

Output
E_LUMO: -3.830 eV
E_HOMO: -10.796 eV
max |F|: 0.88 eV/A
charge: +1
gap between HOMO and LUMO: 6.97 eV

C3H5CdO4 as an isolated structure at a distorted geometry. Source: the Open Molecules 2025 dataset; level of theory: ωB97M-V/def2-TZVPD.

The geometry in XYZ format:
```
13
Properties=species:S:1:pos:R:3:forces:R:3:mulliken_spin:R:1
O -0.80712 0.79473 -0.73039 0.3639 1.2810 0.0535 0.000
C -0.46785 1.59049 0.22146 -0.4929 -3.2475 0.1862 0.040
C -0.06698 -0.66480 -0.46045 0.5565 -0.1737 0.3291 -0.003
O -0.95852 2.70678 0.42993 1.7371 -0.2672 1.2888 -0.006
O 0.29871 1.03462 1.13551 0.2734 1.3190 0.1871 0.000
C 0.86766 -0.20511 0.66139 -0.0342 -0.9186 -0.4220 -0.001
Cd -2.22652 3.92989 -0.37664 -1.8132 1.6411 -1.2273 0.965
H 0.44093 -0.74552 -1.42815 -0.8334 -0.7400 0.5492 0.000
H -0.93349 -1.22335 -0.08755 0.6374 -0.1059 -0.8913 0.000
H 1.88039 0.00279 0.30212 -0.2249 -0.1155 0.1108 0.000
H 0.88682 -0.90851 1.49752 -0.0133 0.1357 -0.3429 0.000
O 0.78390 -2.92839 -0.23475 -0.1113 1.2493 0.2765 0.006
H 0.30207 -3.38362 -0.93001 -0.0451 -0.0578 -0.0975 0.000
```
Positions in Å, forces in eV/Å.

Output
E_LUMO (alpha / beta): -0.717 / -3.382 eV
<S²>: 0.75
E_HOMO (alpha / beta): -6.556 / -6.518 eV
max |F|: 3.29 eV/A
ΔE to the lowest compared entry with this formula, charge and spin: 2.761 eV
spin multiplicity: 2
gap between HOMO and LUMO (alpha / beta): 5.84 / 3.14 eV

C10H28FO6Sr2 as an isolated structure at a distorted geometry. Source: the Open Molecules 2025 dataset; level of theory: ωB97M-V/def2-TZVPD.

The geometry in XYZ format:
```
47
Properties=species:S:1:pos:R:3:forces:R:3:mulliken_spin:R:1
Sr 1.09386 -1.10076 -1.76529 0.0461 0.7853 1.4078 0.080
Sr -0.40709 -0.93971 2.94521 -0.2020 0.7190 -0.4779 0.980
F -0.22849 -0.90633 0.45917 0.2822 -0.1551 -0.4386 -0.052
C -4.26715 2.27590 1.20747 -0.4929 -0.6464 0.7330 -0.006
C -3.70233 0.90647 0.86968 -0.0066 1.0417 -0.6358 0.018
C -3.73983 0.64973 -0.60067 -0.5162 -0.4294 -0.6700 -0.006
O -2.33022 0.88493 1.30670 0.3039 -0.3369 0.9003 -0.035
H -4.28314 2.29155 2.29725 0.3156 0.7339 0.0730 0.003
H -5.32447 2.33518 0.94929 0.0148 -0.1106 -0.3012 0.000
H -3.75260 3.11737 0.74350 0.2014 -0.1625 0.2108 0.000
H -4.32167 0.16077 1.36812 0.2587 -0.2163 0.2833 0.011
H -3.16964 1.36844 -1.18926 -0.0164 0.1659 0.1496 0.000
H -4.78521 0.68919 -0.90681 0.0287 0.0451 -0.2635 -0.001
H -3.38966 -0.35129 -0.85257 0.1210 -0.1851 0.0083 0.005
H -1.86959 0.20800 0.80551 0.1319 -0.2077 -0.5218 -0.015
C -0.56629 2.88884 -2.67464 0.2822 0.3675 0.3796 -0.001
C 0.76096 2.55584 -1.86479 -1.8795 4.0223 -2.6323 -0.006
C 1.11345 3.69207 -0.87574 -0.6459 -1.6119 -0.6226 0.000
O 0.58791 1.28626 -1.36026 0.9679 -1.7870 0.7115 -0.037
H -1.47908 2.76460 -2.09199 0.1300 -0.1176 0.3683 0.001
H -0.69915 2.28809 -3.57438 0.3205 -0.3685 0.0696 0.000
H -0.61109 3.91316 -3.04460 0.3432 0.1258 0.1575 0.000
H 1.50814 2.73228 -2.63855 0.6287 -1.5093 -0.0116 0.002
H 0.28104 3.78161 -0.17775 0.1976 0.5031 0.2428 0.000
H 1.22144 4.54463 -1.54625 -0.0294 0.2938 0.5952 0.000
H 2.05666 3.46132 -0.38055 -0.0517 0.2333 0.1657 0.003
H 0.26274 1.41173 -0.46577 -0.3237 -0.3700 0.5414 0.011
C 0.39957 -3.78022 1.72671 -0.9886 -1.5609 -1.1258 0.005
C -0.14278 -5.23759 1.89934 -2.1000 1.8174 0.0157 -0.009
O 0.68762 -6.10847 2.49009 2.9325 -1.1148 0.7801 -0.002
O 0.59925 -3.15835 3.01587 0.2335 -1.2391 -0.8802 -0.037
H -0.44564 -3.27472 1.25957 0.2320 0.1478 -0.4739 -0.009
H 1.27296 -3.81171 1.07534 0.2993 0.4952 0.3233 0.021
H -0.57304 -5.62899 0.97751 0.0416 0.3616 -0.3822 0.002
H -0.94750 -5.10998 2.62339 -1.0227 0.3206 -0.2796 0.007
H 0.28914 -6.97562 2.59432 -0.0612 -0.0470 0.0325 0.001
H 0.51834 -4.00590 3.45939 0.4735 0.2855 1.9031 -0.001
C 3.71948 0.16171 -0.02498 1.8779 1.3360 -2.2988 -0.010
C 4.38886 -0.17510 -1.37152 1.0418 0.0758 0.1970 -0.008
O 3.49099 -0.13214 -2.49621 -1.5964 0.0175 0.2185 -0.001
O 2.72721 -0.73364 0.30239 -0.6995 -0.7762 -0.3094 -0.026
H 3.37004 1.17163 -0.23958 -0.8422 0.2165 0.1407 0.008
H 4.46121 0.37207 0.74553 0.2100 -0.8178 0.1385 -0.001
H 4.87761 -1.13165 -1.55653 0.1466 -0.1403 1.0911 0.001
H 5.14897 0.60090 -1.46194 0.0953 -0.0462 -0.2846 0.000
H 3.73542 0.52684 -3.15012 0.1700 0.1372 0.0381 0.000
H 2.46277 -0.47895 1.18940 -0.8537 -0.2912 0.7339 0.102
```
Positions in Å, forces in eV/Å.

Output
E_LUMO (alpha / beta): -6.667 / -6.812 eV
<S²>: 0.75
E_HOMO (alpha / beta): -9.966 / -15.625 eV
max |F|: 5.16 eV/A
spin multiplicity: 2
charge: +2
gap between HOMO and LUMO (alpha / beta): 3.30 / 8.81 eV